Record 1
Density functional theory data (ωB97M-V/def2-TZVPD) for a molecular structure, C33H74N2O20 in a non-equilibrium geometry.

Kohn-Sham gap (eV): 7.85
E_tot (eV): -79317.8614
HOMO (eV): -7.4

Geometry (Å):
C  9.21436  4.39011  9.93534
C  9.15886  4.79101  11.43709
O  10.49319  4.77073  11.98681
C  11.27135  3.62817  12.16366
O  10.93069  2.42731  11.96389
O  12.48590  4.03863  12.69519
C  13.55376  3.12619  12.95902
H  10.01011  4.99060  9.49454
H  8.28932  4.56952  9.38744
H  9.35934  3.31493  9.83006
H  8.55890  4.03677  11.94626
H  8.69557  5.75814  11.63237
H  13.86061  2.52657  12.10205
H  13.15315  2.45290  13.71684
H  14.40969  3.66961  13.35924
C  8.66380  0.22389  14.71241
C  9.25285  1.46676  14.07960
O  9.61088  1.14234  12.76614
C  8.66903  0.87455  11.76179
O  7.48821  0.83138  11.86763
O  9.37858  0.55517  10.66254
C  8.74305  0.12215  9.51602
H  9.41660  -0.54966  14.86411
H  7.97768  -0.21110  13.98569
H  8.10913  0.34328  15.64310
H  10.18427  1.83475  14.50990
H  8.57982  2.32370  14.10784
H  7.88862  -0.52274  9.72137
H  9.37544  -0.59904  8.99829
H  8.78289  0.95153  8.80987
C  8.06163  -1.50092  8.55729
C  7.53738  -2.24623  7.30539
O  6.83217  -1.47685  6.30806
C  7.41629  -0.42588  5.65630
O  8.55104  0.08270  5.84703
O  6.62851  0.00877  4.69842
C  6.87560  1.12039  3.90817
H  8.90244  -0.84236  8.33945
H  8.35575  -2.22592  9.31621
H  7.29094  -0.78373  8.83976
H  6.78501  -2.98877  7.57119
H  8.37749  -2.69468  6.77510
H  7.87481  1.43527  3.60729
H  6.49935  1.94299  4.51632
H  6.31480  0.92086  2.99504
C  7.13132  1.61403  8.47065
C  5.90271  0.99599  7.85835
O  4.90527  1.36313  8.80061
C  3.57896  0.99059  8.49443
O  3.15267  0.45240  7.48196
O  2.79581  1.38503  9.50926
C  1.34563  1.41060  9.39087
H  7.90690  1.37312  7.74365
H  7.36247  1.19038  9.44800
H  6.99088  2.69479  8.45273
H  6.08752  -0.06156  7.66990
H  5.67043  1.51385  6.92777
H  0.93900  0.39943  9.37395
H  1.01419  1.64426  8.37911
H  0.73821  1.94987  10.11773
C  11.76062  3.49121  0.98362
C  10.62558  2.76688  1.67214
O  11.00051  2.19770  2.87161
C  10.25838  1.27726  3.57497
O  8.97458  1.17100  3.53356
O  11.12798  0.52429  4.19767
C  10.70565  -0.58596  5.01266
H  12.67935  2.91810  0.85874
H  12.07802  4.37075  1.54376
H  11.43640  3.83405  0.00105
H  10.14465  2.02909  1.02991
H  9.84239  3.49006  1.89957
H  11.39511  -1.42664  4.93516
H  9.75011  -0.96024  4.64529
H  10.56927  -0.23522  6.03564
C  15.25281  -5.22414  5.90885
O  14.48405  -4.04968  5.93475
C  13.31375  -4.22520  6.83764
C  12.32370  -3.04751  6.81394
N  11.24007  -3.27004  7.70324
C  10.33226  -2.06056  7.59368
C  10.67487  -0.96880  8.60689
O  10.44002  -1.65290  9.90194
C  11.33776  -1.19811  10.90739
H  14.65823  -6.05292  5.52453
H  15.72734  -5.41472  6.87145
H  16.10299  -4.92320  5.29668
H  13.75894  -4.26391  7.83183
H  12.70785  -5.10025  6.60251
H  11.88374  -3.07872  5.81716
H  12.83776  -2.08950  6.89167
H  11.56801  -3.47860  8.63547
H  9.27713  -2.25638  7.78466
H  10.35211  -1.64059  6.58803
H  10.02126  -0.10052  8.52316
H  11.68266  -0.58480  8.44874
H  11.29975  -0.12968  11.11981
H  12.38803  -1.33519  10.65002
H  11.17540  -1.75099  11.83263
C  15.12911  5.79176  12.50834
O  15.48214  4.84449  11.47602
C  14.31324  4.72584  10.62285
C  14.59829  3.82793  9.40226
N  13.55984  4.04184  8.40651
C  12.20504  3.54941  8.78836
C  11.15137  4.19406  7.74887
O  11.45270  5.52791  7.62306
C  10.51023  6.25744  6.94512
H  15.90433  5.82728  13.27375
H  14.15668  5.51475  12.91547
H  14.89910  6.79615  12.15282
H  14.00504  5.70148  10.24706
H  13.47090  4.28842  11.15881
H  14.71157  2.84827  9.86652
H  15.48474  4.26247  8.94022
H  13.42967  5.00128  8.11904
H  11.91162  3.82215  9.80208
H  12.05708  2.47093  8.73284
H  10.17744  3.99413  8.19564
H  11.09493  3.67269  6.79332
H  9.45955  6.07877  7.17374
H  10.62882  6.07923  5.87634
H  10.67205  7.32400  7.10118
C  9.30406  2.46728  7.74411
O  9.82297  1.12653  7.63916
H  9.65846  3.06343  6.90322
H  8.21520  2.44378  7.78804
H  9.51013  3.06284  8.63346
H  9.57392  0.71375  6.80898

***

Record 2
Density functional theory data (ωB97M-V/def2-TZVPD) for 10 unconnected molecules or ions with the total composition C33H75N3O18 in a non-equilibrium geometry.

Spin multiplicity: 2
Net charge: +1
⟨S²⟩: 0.7686
Kohn-Sham gap (alpha / beta) (eV): 7.40 / 3.26
E_tot (eV): -76736.0908
HOMO (alpha / beta) (eV): -11.4 / -11.4

Geometry (Å):
C  -0.96598  1.00979  -0.26283
N  -0.83633  -0.51865  -0.20374
O  -1.27435  -1.19440  -1.15887
O  -0.25360  -1.03862  0.75024
H  -0.23133  1.32960  -1.00183
H  -0.64820  1.41341  0.69852
H  -1.94087  1.33087  -0.62971
C  -1.90452  -4.74511  0.57834
N  -3.24395  -4.94160  1.28864
O  -3.70065  -4.00106  1.87580
O  -3.65467  -6.11307  1.34285
H  -2.01700  -5.33413  -0.33188
H  -1.11331  -5.22039  1.15817
H  -1.71383  -3.69455  0.35910
C  -0.95833  0.49989  4.43823
N  0.39110  0.40123  3.87703
O  1.18392  -0.32400  4.41973
O  0.62255  1.08154  2.89627
H  -1.49888  -0.40397  4.15723
H  -1.42712  1.43839  4.14234
H  -1.00458  0.46801  5.52678
C  -4.26992  -0.97533  0.12136
O  -4.50350  0.39602  0.42813
C  -4.61630  0.57078  1.82907
C  -4.53129  2.05307  2.10584
O  -4.22953  2.17459  3.45332
C  -4.56600  3.43445  4.00612
H  -3.30521  -1.32895  0.48521
H  -4.46589  -1.21412  -0.92396
H  -4.97127  -1.64811  0.61490
H  -3.84304  0.02553  2.37024
H  -5.59027  0.13639  2.05439
H  -5.49972  2.52050  1.92767
H  -3.73574  2.48576  1.49923
H  -5.62346  3.64681  3.84869
H  -4.01367  4.14175  3.38745
H  -4.24306  3.46109  5.04685
C  1.34844  -3.26285  -1.58398
O  2.58768  -3.83724  -1.43018
C  3.15118  -4.29990  -2.68017
C  4.40790  -5.05548  -2.08952
O  5.05753  -5.87847  -3.10584
C  6.05951  -6.84882  -2.64884
H  0.59102  -3.94184  -1.97564
H  1.34856  -2.39873  -2.24836
H  0.99196  -2.92180  -0.61203
H  3.34618  -3.52181  -3.41817
H  2.43230  -5.01388  -3.08210
H  4.13983  -5.78369  -1.32404
H  4.99195  -4.31502  -1.54298
H  6.74672  -6.40350  -1.92945
H  6.58031  -7.30037  -3.49322
H  5.56768  -7.68390  -2.14999
C  0.15101  -3.46599  2.93844
O  1.08997  -4.29202  2.35862
C  2.41138  -3.66060  2.17009
C  3.48182  -4.74587  1.87432
O  3.92612  -5.27349  3.12999
C  5.05747  -6.19341  3.00013
H  0.11716  -2.45951  2.52136
H  0.26945  -3.41676  4.02086
H  -0.85117  -3.89291  2.90024
H  2.74667  -3.00903  2.97702
H  2.29982  -3.03447  1.28487
H  4.32241  -4.27161  1.36779
H  3.02293  -5.49494  1.22902
H  4.73302  -6.99912  2.34160
H  5.28482  -6.62497  3.97489
H  5.95220  -5.74602  2.56723
C  -2.61294  8.94166  -0.02414
O  -2.51777  7.67206  0.67836
C  -1.54486  7.63283  1.72943
C  -1.28867  6.19273  2.14548
O  -0.78337  5.46466  1.07277
C  -0.40853  4.12496  1.38455
H  -1.75924  8.98309  -0.70059
H  -2.73075  9.82484  0.60373
H  -3.55735  8.82576  -0.55590
H  -1.80154  8.31137  2.54293
H  -0.60870  8.02463  1.33168
H  -2.10755  5.63861  2.60427
H  -0.45696  6.23734  2.84859
H  0.06882  3.67844  0.51228
H  -1.36426  3.65703  1.62063
H  0.34514  4.05352  2.16875
C  -3.73399  1.33912  -2.74518
O  -2.61449  2.05167  -3.08030
C  -2.89059  3.37427  -3.49129
C  -2.92979  4.45088  -2.38176
O  -4.00738  4.21235  -1.47640
C  -4.08093  5.11075  -0.34730
H  -3.46267  0.28699  -2.65848
H  -4.24258  1.30578  -3.70868
H  -4.44508  1.72562  -2.01506
H  -3.88332  3.48980  -3.92632
H  -2.14119  3.70698  -4.20949
H  -2.94578  5.44075  -2.83784
H  -1.93580  4.42557  -1.93517
H  -4.95211  4.89744  0.27209
H  -4.26105  6.10849  -0.74752
H  -3.18245  4.98543  0.25695
C  2.22784  2.62633  -2.58569
O  1.92647  1.31421  -3.05307
C  0.72483  1.30350  -3.86370
C  0.11863  -0.15194  -4.13039
O  0.99874  -0.96318  -4.88159
C  0.61598  -2.29021  -5.09172
H  2.25935  3.21459  -3.50278
H  3.25673  2.68177  -2.23014
H  1.57002  3.12418  -1.87328
H  0.90314  1.85352  -4.78770
H  -0.14259  1.81453  -3.44594
H  -0.89955  -0.06251  -4.50908
H  0.02197  -0.59162  -3.13770
H  1.46577  -2.88354  -5.42923
H  -0.03406  -2.30146  -5.96661
H  0.07627  -2.78700  -4.28549
C  5.30283  -1.26216  -0.75130
C  3.96958  -0.84544  -0.53982
C  3.57611  -0.44789  0.73100
C  4.50861  -0.42447  1.78747
C  5.81454  -0.84739  1.56437
C  6.23493  -1.26496  0.33973
H  5.67451  -1.63044  -1.69609
H  3.26404  -0.81070  -1.35677
H  2.55339  -0.13760  0.88649
H  4.08250  -0.12045  2.73214
H  6.39536  -0.86063  2.47480
H  7.20629  -1.69925  0.15466